{
  "formula": "C27H53As3KO9P",
  "method": "wB97M-V/def2-TZVPD",
  "species": ["H", "C", "C", "C", "H", "C", "H", "H", "C", "O", "H", "O", "C", "H", "H", "C", "H", "H", "C", "C", "H", "H", "C", "C", "H", "H", "H", "H", "H", "As", "C", "H", "H", "H", "O", "C", "C", "C", "H", "H", "H", "H", "H", "C", "H", "H", "H", "H", "C", "H", "H", "H", "H", "O", "O", "P", "O", "H", "H", "H", "C", "C", "H", "O", "K", "H", "H", "H", "O", "H", "H", "C", "C", "H", "H", "H", "As", "O", "C", "H", "H", "H", "C", "C", "H", "C", "H", "H", "H", "H", "C", "C", "H", "As"],
  "positions_angstrom": [[-1.9880, -1.7592, -0.6441], [-2.9927, 2.5080, -2.5257], [-2.0521, -2.7522, -0.1933], [-0.6916, -1.8021, 1.6255], [2.4310, -3.4698, -2.2461], [3.8814, 1.2247, 0.4644], [2.9423, -1.8844, -2.8648], [0.1752, -1.8866, -3.9460], [-1.6879, 3.2998, -2.5863], [-1.6371, 3.0868, 0.4744], [-0.2744, -4.3078, 2.3091], [-1.3886, 0.8619, -0.5557], [4.1407, 3.2895, -1.6648], [-0.0307, 4.8884, 1.4501], [-4.2316, 4.2788, -2.6563], [-0.3162, -2.4281, 4.5171], [-1.2305, 5.6403, 0.3675], [-5.0621, 2.7766, -3.0864], [3.6023, 1.0573, -1.0316], [0.8950, -6.4620, 0.6047], [-2.5912, -5.8084, -1.1331], [3.8197, 3.7150, -2.6186], [-4.1229, 3.3236, -3.1702], [-1.0735, 5.1937, 1.3520], [-0.0286, -3.4597, -3.1488], [-2.9577, -2.7698, 0.4177], [-2.0395, 0.6060, -2.7778], [-1.2521, -2.1852, -2.9537], [-1.4478, 3.5299, -3.6270], [0.7000, -1.5198, 3.0336], [3.4102, 2.6921, 0.6747], [-3.9110, 3.5113, -4.2242], [2.1547, 3.8151, -0.7643], [2.7563, -2.6698, 2.1046], [2.1966, 4.3551, 1.8117], [2.9267, 3.0470, -0.7420], [-3.4589, 4.4049, 1.4101], [-1.7105, 3.3210, 2.8794], [-2.1537, -3.4972, -0.9851], [4.9577, 1.1729, 0.6493], [-3.7703, 0.6071, -3.1692], [-2.6089, 1.3251, -4.3063], [-0.6584, 3.0385, 2.9257], [4.6540, 1.8464, -1.8439], [0.3691, -4.0105, -0.8266], [3.2184, -2.2956, -1.1597], [-0.6694, -0.9182, 0.9839], [0.2636, -2.3327, 5.4378], [-2.8404, 1.1704, -3.2499], [-3.7059, 5.1207, 2.1975], [-3.6348, 4.8790, 0.4423], [-4.0991, 3.5293, 1.4994], [1.6514, -3.9604, 2.6992], [2.3629, -0.6154, 0.8177], [-3.3677, 1.2599, 1.0919], [-2.4581, 1.7388, 0.0271], [-3.4329, 2.2845, -1.1885], [5.6615, 1.6961, -1.4547], [-1.9205, 4.0184, 3.6938], [-1.9888, -4.1491, 2.0395], [0.4248, -3.1059, -0.2063], [2.0523, -2.9611, 2.8789], [1.3211, -3.1676, 0.4132], [1.6646, 2.2331, 2.2938], [0.6126, 0.9674, 0.6795], [-2.3351, 2.4366, 2.9889], [-1.6264, -1.7071, 2.1907], [-1.2883, 5.9470, 2.1123], [2.4181, 1.8161, -1.2455], [-0.9382, -5.3930, -1.6252], [4.2711, 3.3157, 0.9253], [2.5341, -2.4099, -1.9994], [-0.8125, -3.0030, 0.6742], [-1.7857, 4.2322, -2.0304], [4.6466, 1.5463, -2.8946], [-1.2645, -1.9092, 4.6629], [0.7936, -1.6203, -1.4702], [3.9121, -0.2084, 2.3762], [-0.1856, -2.3828, -3.0423], [1.3496, -5.7781, -0.1096], [1.4035, -6.3503, 1.5627], [2.5878, -2.9678, 3.8307], [-1.0306, -4.2676, 1.5207], [2.3184, 3.1166, 1.7142], [-0.8787, 2.7173, -2.1525], [3.3150, 0.0481, 1.3247], [-1.4172, -7.0917, -1.4418], [4.8690, 3.9643, -1.2160], [3.4398, 0.0311, -1.3500], [-0.5196, -3.4860, 4.3460], [-1.9946, 3.9830, 1.5325], [-1.5413, -6.0844, -1.0387], [1.0384, -7.4885, 0.2626], [-1.0391, -6.1421, 0.8759]],
  "atomic_forces_ev_per_a": [[-0.06, 0.03, -0.04], [-0.12, 0.19, -0.36], [-0.01, 0.06, -0.01], [-0.08, 0.06, -0.04], [-0.05, 0.00, 0.02], [0.17, -0.36, 0.17], [-0.03, 0.02, 0.01], [0.02, 0.01, 0.02], [-0.10, -0.04, 0.01], [-0.12, -0.53, -0.30], [-0.05, -0.03, -0.03], [-1.31, 0.07, -0.47], [-0.19, 0.13, 0.01], [0.06, 0.04, 0.01], [-0.01, 0.04, 0.04], [0.10, 0.10, -0.13], [-0.02, 0.00, -0.05], [-0.04, -0.02, 0.00], [0.39, -0.38, -0.18], [-0.09, 0.04, 0.05], [0.01, 0.01, 0.01], [-0.02, 0.00, 0.03], [0.18, -0.14, 0.14], [-0.08, -0.27, -0.04], [0.03, -0.01, 0.05], [-0.01, 0.02, 0.02], [0.02, -0.09, -0.01], [-0.04, 0.03, 0.03], [0.01, -0.01, -0.03], [-0.03, -0.41, 0.36], [0.01, 0.26, 0.30], [0.02, 0.00, -0.04], [0.07, -0.02, -0.01], [0.00, 0.03, -0.02], [0.04, 0.20, -0.01], [0.17, 0.57, -0.09], [0.10, -0.08, 0.00], [-0.04, -0.01, -0.16], [0.01, 0.01, -0.01], [-0.05, 0.04, 0.01], [-0.05, -0.06, 0.00], [0.01, 0.03, -0.03], [0.07, -0.02, 0.04], [-0.03, -0.15, -0.05], [0.07, 0.15, 0.12], [0.00, 0.02, 0.04], [-0.15, -0.25, 0.15], [0.03, 0.02, -0.03], [0.04, 0.08, 0.11], [0.02, 0.00, 0.03], [-0.01, -0.01, -0.04], [-0.09, 0.00, 0.00], [-0.02, 0.05, -0.01], [0.41, -0.75, -0.13], [-0.03, 0.05, 0.07], [-0.01, 0.11, -0.37], [0.26, -0.06, 0.44], [0.01, -0.01, 0.01], [-0.01, 0.04, 0.02], [0.05, -0.07, 0.00], [0.19, -0.26, -0.23], [-0.09, 0.11, 0.00], [0.02, -0.01, -0.03], [0.39, 0.41, 0.93], [-0.50, 0.33, -0.45], [-0.04, -0.06, 0.04], [0.01, 0.02, -0.03], [-0.02, 0.02, 0.06], [-0.31, -0.02, -0.14], [-0.02, -0.01, 0.04], [-0.07, 0.01, 0.00], [-0.10, 0.06, 0.03], [-0.10, -0.04, 0.01], [0.02, 0.02, 0.03], [-0.03, -0.01, 0.03], [-0.02, 0.03, -0.01], [0.03, -0.32, -0.39], [0.08, 0.01, 0.05], [0.12, 0.08, 0.13], [-0.05, 0.02, 0.01], [0.00, 0.01, 0.01], [-0.04, 0.05, 0.01], [0.02, -0.09, 0.11], [0.45, 0.14, -0.11], [0.09, 0.02, 0.02], [0.50, 0.18, 0.10], [0.01, 0.00, 0.06], [0.00, 0.00, 0.03], [0.00, 0.04, 0.03], [0.01, -0.03, -0.06], [-0.03, 0.49, 0.26], [-0.01, 0.01, 0.09], [-0.05, 0.00, 0.00], [0.14, 0.05, -0.24]],
  "e_above_lowest_kj_mol": 54.0,
  "total_charge": -2,
  "energy_ev": -255423.248
}


{
  "formula": "C27H53Br2Cl3O6",
  "method": "wB97M-V/def2-TZVPD",
  "species": ["H", "C", "H", "H", "O", "H", "H", "C", "H", "H", "H", "H", "Cl", "C", "C", "O", "C", "H", "H", "H", "H", "H", "H", "H", "Cl", "H", "C", "H", "H", "H", "H", "H", "C", "H", "H", "C", "C", "H", "H", "H", "H", "H", "H", "H", "H", "H", "H", "Br", "H", "H", "Cl", "H", "C", "H", "C", "C", "O", "C", "C", "H", "C", "H", "C", "H", "H", "O", "H", "C", "H", "H", "C", "H", "C", "H", "O", "C", "C", "H", "C", "C", "H", "O", "C", "H", "C", "C", "H", "H", "C", "Br", "H"],
  "positions_angstrom": [[-4.4291, 3.4823, -0.1565], [0.1883, 5.2007, -1.8086], [0.1200, 0.6257, -1.3182], [2.7185, -3.1437, 3.6957], [2.2982, -3.2660, -2.3816], [-7.2353, -2.2138, -2.2122], [-3.3416, 4.7033, -0.5099], [-0.0683, 0.4551, -0.2582], [1.5237, -2.5742, 2.5054], [0.2363, 3.6472, 4.7044], [1.2587, -0.0534, 1.3392], [-0.4531, 5.3522, -0.9403], [-2.8248, -6.6377, 0.8850], [3.7690, -0.5894, 3.6989], [-2.3193, 3.2056, 0.6269], [1.0819, 6.2833, -1.8157], [0.0742, -1.7390, 0.4695], [3.8884, -2.2482, -2.7926], [-0.3289, 5.0316, -2.7530], [-1.5940, -1.7180, -1.0095], [-5.9188, -0.4510, -1.4835], [3.3720, -1.8110, 1.0943], [-3.7259, -1.3904, -1.8145], [-3.7208, -0.3361, -3.0980], [-1.5670, -7.6414, -1.6931], [1.6744, 4.6115, 0.5831], [3.8706, -5.1021, -2.6108], [2.3204, -4.4103, -4.1314], [-2.2355, 6.2112, 1.7157], [-5.9154, 0.0738, -3.1588], [-5.6297, -3.9383, -3.6893], [-4.9697, -3.6040, -2.0220], [-1.3527, -1.4877, 0.0282], [1.5992, -5.2406, -2.7160], [5.1934, -0.8302, 2.1534], [2.1051, 4.6300, -0.4180], [4.2817, -4.1297, -1.5774], [3.8658, -6.1253, -2.2350], [4.2772, -0.4520, 4.6534], [-2.0774, -2.0469, 0.6201], [2.1392, 6.8170, -0.2532], [-6.8806, -2.1356, -3.8011], [0.4374, -2.5422, -0.1716], [5.3600, -2.0319, 3.3872], [4.6091, -5.0104, -3.4073], [3.6552, 0.2781, 3.0488], [5.3401, -3.8806, -1.5002], [-0.9132, 1.0493, 3.4824], [1.2607, 1.6852, 2.5401], [4.0440, -4.5329, -0.5930], [-0.9294, -4.9813, -0.5608], [3.1367, 4.2813, -0.4669], [-2.3906, 5.1543, 1.9324], [0.5212, 3.2359, -1.0992], [3.5331, -2.8683, -1.9696], [-5.7150, -0.7745, -2.5043], [2.4752, -1.1280, 3.7691], [2.2482, 6.0496, -1.0196], [-4.2946, -1.1828, -2.7210], [-2.1709, 4.9218, 2.9744], [2.4803, -2.3566, 2.9803], [-2.4648, 2.4306, 1.3794], [0.8166, 3.4215, 3.8097], [-4.3241, 4.1839, 2.2568], [1.7673, 3.6159, -2.2832], [-4.2988, -2.3893, -3.5514], [-4.4867, 5.6495, 1.2890], [-1.3362, -6.6272, -0.1647], [0.2972, 3.9442, 3.0065], [-0.0612, 1.4509, 0.1848], [-6.3562, -2.0988, -2.8462], [4.0766, -3.3022, 1.7120], [-3.5938, 4.0157, 0.2974], [-0.1205, -2.1823, 1.4460], [-1.4077, -0.0894, -0.0171], [-3.8161, 4.8273, 1.5385], [0.9233, -0.4247, 0.3708], [-0.5088, -7.0612, 0.3967], [0.8978, 1.8711, 3.5510], [2.4004, -4.5858, -3.0586], [3.1474, 6.1794, -1.6219], [-1.5033, 4.3417, 1.2374], [1.1497, 4.0364, -1.4896], [1.5604, 1.2882, 4.1909], [4.6168, -1.4755, 2.8161], [-5.2888, -3.1868, -2.9771], [-1.7102, 2.7901, -0.1758], [1.7322, -0.5832, -0.3424], [3.6768, -2.3307, 2.0027], [2.7159, 4.0790, 3.9600], [3.5434, -2.1693, -1.1333]],
  "atomic_forces_ev_per_a": [[-0.16, -0.42, 0.70], [2.12, -1.00, 0.79], [-0.24, -0.40, -0.31], [-0.34, -0.37, 0.10], [-2.70, -1.96, -0.44], [0.25, -0.78, 0.64], [0.39, 0.14, -0.12], [-2.08, 1.42, 0.00], [0.06, 0.45, 0.28], [0.61, -0.03, 0.29], [0.10, -0.28, -0.08], [-0.67, -0.39, -0.21], [0.95, -0.25, -0.76], [0.32, 0.32, -1.50], [0.37, 2.11, 0.64], [0.18, 1.32, -1.45], [-0.03, -1.81, 0.17], [1.35, -0.33, -0.26], [-0.06, 0.51, 0.04], [0.40, -1.08, -0.30], [0.06, -0.14, 0.02], [0.08, 0.04, -0.10], [-0.36, -0.45, 0.45], [0.20, -0.50, -1.04], [0.11, 0.83, 1.36], [0.17, 0.08, -0.06], [-0.99, -0.31, -1.40], [0.06, -0.15, 0.01], [0.57, 0.05, 0.07], [-0.52, -0.27, -0.13], [0.35, -0.17, 0.20], [0.08, -0.27, 0.10], [0.80, 0.75, -1.97], [0.01, 0.21, 0.08], [0.24, -0.03, 0.02], [0.04, 0.82, -1.53], [0.83, 1.02, 0.82], [-0.11, 0.00, -0.23], [-0.52, 0.44, 0.13], [-0.26, 0.84, 0.51], [0.83, 0.07, 0.19], [0.36, 0.63, -0.43], [0.63, 0.03, 0.15], [-0.19, -0.36, 0.03], [-0.40, -0.33, -0.46], [0.19, 1.01, 0.94], [0.25, -0.39, -0.38], [0.72, 0.39, 0.33], [0.02, 0.27, 0.03], [-0.54, 0.57, 0.23], [0.10, 0.09, -0.20], [-0.30, -0.86, 0.45], [-0.30, 0.68, 1.19], [0.29, -0.36, 0.14], [1.02, 0.74, 0.63], [0.38, -0.18, -0.15], [-0.65, -1.32, -0.69], [-1.70, 0.32, 0.92], [1.99, 0.01, 0.08], [-0.48, 0.60, 0.46], [0.56, -0.84, 0.62], [-0.11, 0.04, 0.06], [0.17, -1.46, 0.02], [0.03, 0.16, 0.33], [-0.40, 0.38, -0.51], [1.61, 1.43, 0.05], [0.30, 0.30, 0.39], [-0.79, -0.62, -0.28], [0.46, -0.13, -0.29], [-0.20, 0.05, 0.12], [-3.32, -0.49, -0.08], [-0.18, -0.03, 0.28], [0.86, -0.76, -1.66], [1.04, 0.33, 0.36], [-0.11, 2.23, 0.74], [-1.04, -0.97, -0.14], [-0.43, -2.09, 0.07], [-0.36, -0.06, -0.15], [-0.20, 0.96, -0.78], [1.91, 0.94, 1.15], [-0.04, 0.00, 0.00], [-0.06, -2.19, -1.80], [-0.49, -0.89, 1.28], [-0.50, 0.26, 0.42], [1.71, -0.06, -0.44], [-1.05, 1.19, 0.33], [-0.33, 0.27, -0.13], [0.33, -0.02, 0.44], [-1.15, 0.80, 0.42], [-1.30, -0.28, -0.07], [-0.75, 0.00, 0.29]],
  "smiles": "ClC(Cl)Cl.C1CCOC1.C1CCOC1.C1CCOC1.C1CCOC1.C1CCOC1.C1CCOC1.BrCCBr",
  "total_charge": 0,
  "energy_ev": -218789.934
}


- Number 1 is which compound?
  C27H53As3KO9P